Computed, not measured: a molecular structure, C24H41F3P2Pd in a non-equilibrium geometry, with wB97M-V/def2-TZVPD.

Results
* highest occupied orbital energy (spin up / spin down): -11.632 / -12.436 eV
* net charge: +2
* energy relative to the best compared isomer or geometry (same formula, charge and spin): 0.0 kcal/mol
* ⟨S²⟩: 6.017
* HOMO-LUMO gap (spin up / spin down): 5.85 / 3.37 eV
* E_tot: -2048.433646 Ha
* 2S+1: 5

Cartesian coordinates (Å):
Pd  0.23053  1.08985  -3.78658
P  4.61573  3.25496  -2.73848
P  -3.68897  -1.02345  -3.82420
F  -1.07784  1.44503  -1.14669
F  1.11562  1.55035  -1.00300
F  -0.01245  3.26483  -1.75902
C  1.30008  0.29202  3.02934
C  -5.14091  0.10216  -3.88772
C  0.09803  -1.25086  -5.53682
C  4.48088  1.41775  -2.48872
C  0.68038  -0.59871  2.03194
C  -0.00709  1.80441  -6.54311
C  -2.19197  -0.02595  -4.97712
C  3.13379  3.58518  -3.59920
C  0.04109  1.90236  -1.78379
C  -2.14258  -2.47005  0.47704
C  4.16271  3.89204  -1.06904
C  1.01656  -0.12588  -5.10284
C  -1.38069  -0.95324  -5.86605
C  1.01276  1.22814  -5.58313
C  2.80880  -1.22037  0.71897
C  0.40289  -2.05115  0.27161
C  1.36064  -1.28315  0.98900
C  -0.69606  -0.94113  1.95745
C  -0.86652  -1.84746  0.88039
C  -4.40381  -2.39248  -4.82193
C  -1.75988  -0.48242  2.87151
C  -1.56636  1.26477  -4.56852
C  0.69609  -2.94238  -0.86694
C  -1.31407  2.17324  -5.80114
H  -2.22114  1.77754  -3.84682
H  -1.89089  -1.92847  -5.92997
H  2.15822  0.82272  2.59920
H  -1.39708  -0.54594  -6.88873
H  4.82562  1.12143  -1.48899
H  3.36603  -1.96177  1.31322
H  0.14507  -2.00511  -4.73265
H  0.43264  2.71169  -6.98964
H  0.57752  1.03114  3.39700
H  0.92509  -3.96681  -0.53486
H  3.42937  1.13769  -2.64414
H  2.27802  3.99748  -3.05890
H  1.98819  1.72647  -5.55733
H  4.81989  3.44194  -0.31086
H  -6.00894  -0.45095  -3.49426
H  2.00351  -0.47628  -4.76304
H  -1.20707  3.20505  -5.44267
H  -0.19608  1.11737  -7.38022
H  1.66747  -0.27236  3.90016
H  -5.35334  0.46721  -4.90207
H  -2.71431  -0.38737  2.33863
H  -5.03955  -2.97142  -4.13195
H  3.07648  3.52304  -4.68860
H  -1.91879  -1.18760  3.70189
H  -5.00836  -2.03703  -5.67067
H  -2.17087  2.16122  -6.48785
H  1.56361  -2.58047  -1.43106
H  5.10889  0.93589  -3.24983
H  -2.40400  -3.31232  1.13478
H  3.20991  -0.22930  0.96716
H  -3.11009  0.23441  -5.55041
H  3.11337  3.67012  -0.84192
H  -2.08902  -2.85196  -0.54822
H  -2.96361  -1.74441  0.53672
H  3.01896  -1.42116  -0.33841
H  4.31646  4.97900  -1.06860
H  -1.50088  0.48799  3.30695
H  -0.16153  -3.00240  -1.54607
H  0.51562  -1.74263  -6.42767
H  -3.58073  -3.03332  -5.16113
H  -4.93005  0.94934  -3.22035

Atomic partial charges in e from the Löwdin method, atoms 1 to 6: 1.0321 0.7825 1.1137 -0.0081 0.0022 0.0260